(1)
8
Properties=species:S:1:pos:R:3:lowdin_charge:R:1 method="wB97M-V/def2-TZVPD" relative_energy_ev=0.0000 e_tot_ev=-13684.8421 max_force_ev_per_a=1.58 e_homo_ev=-8.8 lumo_energy_ev=-1.37 gap_ha=0.2718
Na -0.9443 2.9426 0.0871 0.8281
O 1.8682 -0.1002 0.1199 0.1079
O -0.4008 0.3781 0.0571 -0.0457
O 1.0680 2.0233 0.2113 -0.0624
C -0.7287 -0.8699 -0.0443 -0.2792
C 1.0603 0.7882 0.1687 -0.6783
C -0.8994 -2.0503 -0.2499 0.1079
H -1.0233 -3.1118 -0.3499 0.0219



(2)
21
Properties=species:S:1:pos:R:3:lowdin_charge:R:1 method="wB97M-V/def2-TZVPD" smiles="C=CCCCC.O" relative_energy_ev=1.7115 e_tot_ev=-8495.1808 max_force_ev_per_a=1.99 e_homo_ev=-9.6 lumo_energy_ev=0.81 gap_ha=0.3808
O -2.1830 2.0252 -0.8655 -0.0700
C -0.6991 -1.5607 0.2626 -0.2006
C 1.5421 1.9581 -0.3084 -0.0835
C -1.4581 -2.6099 -0.0521 -0.0077
C 1.5612 -0.4263 0.7012 -0.2038
C 0.9941 0.9879 0.8047 -0.2632
C 0.6513 -1.2334 -0.3087 -0.2000
H -1.1164 -0.7878 0.9048 0.0907
H 0.7773 2.2493 -1.0285 0.0562
H 1.6251 -1.0188 1.6132 0.1038
H -0.0958 0.9406 0.7720 0.0661
H -1.1916 -3.3894 -0.7471 0.0508
H 1.1185 1.5288 1.7473 0.0965
H -2.2313 1.0545 -0.9420 0.0335
H -2.2817 -2.8438 0.6193 0.0492
H 2.3779 1.5118 -0.8377 0.0659
H 1.6932 2.8244 0.3234 0.0607
H 0.4769 -0.4814 -1.0909 0.1090
H -2.9558 2.1696 -0.2898 0.0452
H 2.5381 -0.3744 0.2280 0.0925
H 1.2256 -2.0677 -0.7020 0.1086



(3)
16
Properties=species:S:1:pos:R:3:lowdin_charge:R:1 method="wB97M-V/def2-TZVPD" smiles=C[C@]12C[C@H]1[C@H]1N[C@H]12 relative_energy_ev=3.6372 e_tot_ev=-7854.5224 max_force_ev_per_a=0.54 e_homo_ev=-8.5 lumo_energy_ev=1.10 gap_ha=0.3537
N 0.8133 -1.4131 -1.3842 0.0590
C -0.2280 1.8823 0.3982 -0.0303
C 0.9853 -0.0751 -0.8815 -0.1957
C 1.1020 -1.2405 0.0273 -0.1861
C -1.3518 -0.5844 0.0660 -0.0464
C -0.1046 -0.7322 0.8745 -0.1576
C -0.2326 0.4414 -0.0592 -0.3582
H 0.4890 1.9910 1.2227 0.0836
H -2.2442 -0.2196 0.5666 0.1086
H 1.9811 -1.7252 0.4374 0.1282
H 0.1066 2.5646 -0.3938 0.0767
H 1.7285 0.5728 -1.3410 0.1359
H -0.1602 -1.6114 -1.5882 0.0750
H -0.0928 -0.6888 1.9584 0.1351
H -1.6052 -1.3795 -0.6382 0.0951
H -1.2026 2.2244 0.7581 0.0772



(4)
131
Properties=species:S:1:pos:R:3:lowdin_charge:R:1 method="wB97M-V/def2-TZVPD" e_tot_ev=-167514.4384 max_force_ev_per_a=4.82 charge=+1 e_homo_ev=-10.0 lumo_energy_ev=-3.21 gap_ha=0.2499
I -2.4324 -2.9608 -0.5913 0.9280
I -3.7700 0.3903 -1.4252 1.1328
I 0.7666 -0.8853 2.7748 1.0300
Cl 0.0815 2.1941 2.5979 0.5900
S -5.2412 -4.8661 6.2130 0.8123
S -4.1737 -4.5636 -3.8959 0.8003
S 1.3759 2.2826 -8.9452 0.8192
S 6.6948 -0.1413 5.1010 0.8006
S 4.4988 2.0061 -4.9440 0.7920
S -1.0306 -3.6094 8.5166 0.8293
P 0.6981 -1.2503 -0.4858 0.8700
O 5.2763 -0.3962 5.5168 -0.5782
O -3.1850 -5.1625 -2.9400 -0.6195
O -0.0981 2.3211 -0.0704 -0.1607
O -1.6264 -4.8543 7.9290 -0.5743
O 5.4874 1.4073 -3.9881 -0.5736
O -5.7362 -4.3798 4.8831 -0.5803
O 2.2328 2.8767 -7.8670 -0.5780
O -5.3575 2.9837 0.2081 -0.1707
N -1.6499 -0.1883 0.9086 -0.1880
C 2.0965 1.5459 0.8222 -0.1926
C -4.6900 2.0335 1.1623 -0.2930
C -0.1028 -0.1550 0.8255 -0.7564
C 3.6088 5.3663 2.3656 -0.0192
C -3.8568 -1.4194 1.6656 -0.2963
C 0.4771 1.4128 0.9154 -0.6906
C 2.2220 2.5501 -10.5218 -0.2638
C -3.9505 -5.3826 -5.4936 -0.2622
C 4.7220 1.1871 -6.5417 -0.2625
C -4.1605 -2.6779 2.7002 -0.1329
C -2.3604 -2.7124 9.3532 -0.2638
C 2.7771 2.6779 1.8106 -0.1524
C 7.5700 -1.7237 5.1538 -0.2704
C -2.3321 0.9435 0.1270 -0.5655
C -0.1543 -4.0856 10.0260 -0.2651
C -1.8335 2.9466 -1.7524 -0.1825
C 2.2606 4.8733 -0.0629 -0.1207
C -5.9516 -6.5064 6.4913 -0.2678
C -3.0561 2.0685 1.0921 -0.1620
C 4.1741 3.3185 4.3022 -0.0632
C -3.2095 3.0680 -4.0002 -0.2649
C 3.4555 2.2538 3.2792 -0.0429
C -3.5122 2.0662 -5.2820 -0.1479
C 4.2690 4.8892 3.8270 -0.0573
C 0.0234 3.4406 -9.2654 -0.2662
C 2.1795 -2.2586 0.2934 -0.3889
C -2.3085 -1.5160 1.0025 -0.7541
C -1.7040 2.6654 -3.3915 -0.1965
C 1.5910 -0.2552 -1.9029 -0.3868
C 6.7135 0.0173 3.2989 -0.2685
C 3.2212 -0.3626 -1.8590 -0.1782
C 5.1517 3.6097 -5.4684 -0.2600
C -3.5409 -5.4404 5.9838 -0.2856
C -1.2046 1.7465 -0.8239 -0.3360
C 2.8565 4.2767 1.3455 -0.1305
C -3.5207 -2.9601 -4.4203 -0.2819
H 2.7142 -2.8040 -0.6248 0.0728
H -4.2785 1.2151 -4.9782 0.0703
H -3.9169 -0.4308 2.2882 0.1046
H 8.5738 -1.5993 4.7409 0.0541
H -2.8831 -3.3784 10.0439 0.0610
H -1.1424 3.9075 -1.5836 0.1384
H 2.0307 4.0659 -0.8823 0.0644
H -3.5277 -2.2840 -3.5621 -0.0195
H 1.3040 0.8793 -1.8938 0.0692
H -0.8155 -4.6655 10.6743 0.0600
H -2.5012 1.5395 -5.5460 0.0627
H 1.5712 2.2390 -11.3423 0.0555
H 4.8167 5.6542 4.5494 0.0878
H 4.5785 2.8817 5.3234 0.0946
H 3.6818 6.4929 1.9818 0.0960
H -5.3086 -2.6079 3.0053 0.0971
H -6.1371 2.5264 -0.2384 0.1024
H -1.4064 1.5640 -3.6511 0.0963
H -2.9099 -4.5777 5.7572 0.0361
H 6.2164 -0.8425 2.8434 0.0546
H 6.1808 0.9310 3.0245 0.0314
H -0.9486 3.4574 -3.8667 0.1281
H 4.4099 0.1445 -6.4447 0.0522
H 4.5182 4.0211 -6.2576 0.0489
H 1.2956 5.5563 0.0993 0.0974
H -3.9144 -3.6813 2.1280 0.0774
H -4.9760 2.5053 2.2253 0.1425
H 3.1329 1.9469 -10.5345 0.0517
H -1.7548 0.1525 1.9269 0.1234
H 6.1761 3.4953 -5.8309 0.0599
H -4.2625 -6.4252 -5.3967 0.0547
H -2.7893 3.1950 0.7939 0.1546
H -0.6253 3.4694 -8.3867 0.0461
H -1.7663 -2.1356 1.8775 0.0774
H 3.6308 -1.3445 -2.3603 0.0940
H -4.0761 2.8701 -3.2183 0.0674
H -5.5175 -6.9437 7.3934 0.0544
H 1.2107 -0.7799 -2.9052 0.0997
H -3.1889 -5.9140 6.9032 0.0318
H 7.7464 0.0824 2.9491 0.0561
H -0.5525 3.0992 -10.1287 0.0555
H 0.1896 -3.1887 10.5464 0.0544
H 7.6450 -2.0453 6.1952 0.0519
H -2.4963 -3.0745 -4.7829 0.0630
H 3.7137 -0.2152 -0.8090 0.0647
H -4.6835 -1.4975 0.8188 0.0772
H 2.4845 3.6051 -10.6302 0.0610
H 3.0645 5.6073 -0.5534 0.0916
H -3.0627 -2.3488 8.5994 0.0484
H 2.9922 -1.5774 0.7769 0.0162
H 2.7165 0.5695 0.9584 0.0747
H -4.5694 -4.8887 -6.2462 0.0551
H -3.5526 -2.6147 3.7056 0.0855
H -4.1543 -2.5487 -5.2095 0.0556
H 2.3358 1.9242 -0.2858 0.1217
H -7.0308 -6.4002 6.6245 0.0495
H -3.9036 2.6609 -6.2295 0.0826
H -1.9414 -1.8623 9.8965 0.0545
H -5.7546 -7.1496 5.6302 0.0581
H 5.7733 1.2247 -6.8367 0.0604
H -2.7070 2.0296 2.2341 0.1096
H 1.7999 -3.1401 0.9836 0.0438
H 0.7086 -4.6961 9.7494 0.0525
H -5.1845 0.9754 1.1806 0.0880
H 7.0193 -2.4742 4.5818 0.0571
H 5.1447 4.2858 -4.6102 0.0495
H 3.6318 0.5304 -2.5372 0.0646
H -0.8895 0.9089 -1.6160 0.1112
H -2.9092 3.3079 -1.4312 0.0978
H -2.8991 -5.3451 -5.7886 0.0600
H -3.4954 -6.1503 5.1546 0.0616
H 3.4103 1.1035 3.5931 0.0761
H 4.1031 1.6810 -7.2943 0.0132
H 0.4239 4.4398 -9.4528 0.0608
H -3.2439 4.1800 -4.3649 0.1131



(5)
11
Properties=species:S:1:pos:R:3:lowdin_charge:R:1 method="wB97M-V/def2-TZVPD" smiles="N=C=NC=S.C#C" relative_energy_ev=4.3965 e_tot_ev=-18023.8442 max_force_ev_per_a=5.34 e_homo_ev=-8.9 lumo_energy_ev=-0.67 gap_ha=0.3033
S 3.6143 1.2234 -0.6148 0.6375
N 2.5597 -1.0746 0.1887 0.0737
N 1.4293 -3.0571 0.8550 0.2340
C 1.8990 -2.0108 0.4987 -0.2512
C -0.7341 0.5349 -0.3454 0.0213
C 2.7157 0.2348 0.3482 -0.7434
C 0.1997 1.3153 -0.5534 -0.0124
H -1.4289 -0.0870 0.1717 0.0154
H 1.0145 1.9265 -0.6995 -0.0419
H 0.6255 -3.5180 0.8210 0.0212
H 2.1152 0.8188 1.0446 0.0460



(6)
19
Properties=species:S:1:pos:R:3:lowdin_charge:R:1 method="wB97M-V/def2-TZVPD" smiles=CC1CC1.CN relative_energy_ev=2.0976 e_tot_ev=-6884.0996 max_force_ev_per_a=2.82 e_homo_ev=-8.8 lumo_energy_ev=1.19 gap_ha=0.3654
N 1.1106 1.4885 0.7414 -0.0728
C -0.0498 -1.2938 0.1743 -0.1112
C -1.1646 -1.8244 -0.6705 -0.2128
C -0.4381 0.2706 -2.0266 -0.1028
C 1.0080 1.0351 2.1228 -0.2071
C -1.0538 -0.3358 -0.7967 -0.2783
H 2.0035 1.9412 0.5659 0.0630
H -0.0794 -1.5798 1.2169 0.0754
H 0.4351 0.8679 -1.7511 0.0534
H 0.3444 2.1290 0.5227 0.0689
H -0.8875 -2.4299 -1.5331 0.0969
H 1.6675 0.1751 2.2455 0.0657
H -1.1439 0.8972 -2.5716 0.0704
H 0.9438 -1.4054 -0.2355 0.0833
H -0.0267 0.7404 2.2997 0.0642
H -2.0254 -2.2137 -0.1382 0.0954
H -0.0747 -0.4959 -2.7197 0.0756
H 1.2693 1.7892 2.8774 0.0616
H -1.8383 0.2444 -0.3238 0.1111